(1)
ORCA calculation (the ωB97M-V functional and the def2-TZVPD basis) on a cluster of 5 separate species, C7H20O4 in total at a distorted geometry.

## Properties
- 2S+1: 1
- SMILES: C=C/C=C(/C)CC.O.O.O.O
- Relative energy (zero: lowest compared OMol25 entry of this formula, charge and spin): 155.5 kJ/mol

Geometry as XYZ:
```
31
Properties=species:S:1:pos:R:3:lowdin_charge:R:1
C 0.51645 1.50268 1.65651 -0.11
C 0.26732 0.04944 1.29630 -0.19
C 0.29174 -0.23792 -0.17961 -0.29
C -0.67754 -0.85347 -0.87241 -0.10
C -2.07269 -1.18525 -0.56229 -0.16
C -2.83673 -0.60633 0.36101 -0.01
C 1.59998 0.01107 -0.85954 -0.07
H 1.40916 1.96451 1.23475 0.07
H 0.56811 1.65444 2.74344 0.08
H -0.31292 2.19783 1.50823 0.05
H 0.93582 -0.59446 1.87323 0.12
H -0.68871 -0.24021 1.72108 0.09
H -0.44414 -1.10273 -1.90746 0.11
H -2.61786 -1.83512 -1.23656 0.09
H -3.89452 -0.83979 0.49861 0.06
H -2.63260 -0.10529 1.30019 0.05
H 1.98243 1.03083 -0.74895 0.07
H 1.51495 -0.22596 -1.91614 0.07
H 2.38425 -0.60503 -0.43835 0.07
H 3.55846 -1.92149 -2.36783 0.05
H 3.30359 -3.00648 -1.25400 0.05
O 2.89158 -2.37228 -1.84612 -0.06
H -2.24562 1.74688 -0.75877 0.01
H -1.86617 2.91951 0.11375 -0.01
O -2.63977 2.47784 -0.26805 -0.06
H 0.62179 -3.18253 -0.18761 0.02
H 0.04461 -4.24655 0.82888 0.04
O 0.67610 -3.52936 0.70758 -0.05
H 0.14288 3.06052 -0.64423 0.03
H 0.32705 4.15087 0.51519 0.05
O -0.10698 3.92383 -0.31081 -0.05
```

=====

(2)
ORCA calculation (the ωB97M-V functional and the def2-TZVPD basis) on a cluster of 5 separate species, C41H43Cl2F5N6O7P2S2 in total at a distorted geometry.

## Properties
- 2S+1: 1
- SMILES: O=COCCc1c(C(F)(F)c2cccc(C(F)(F)F)c2)c(CCCCS(=O)(=O)Cl)c([PH2]=S)c2nc(P(O)Cl)c(CC(=O)O)nc12.c1cc[nH]c1.c1cc[nH]c1.c1cc[nH]c1.c1cc[nH]c1

Geometry as XYZ:
```
108
Properties=species:S:1:pos:R:3:lowdin_charge:R:1
O -0.24288 -3.12117 -2.13484 0.04
C 0.16186 -2.71290 -1.02463 -0.24
O -0.50094 -1.68550 -0.25706 -0.09
C -0.08937 -1.93262 1.11804 -0.20
C -1.11533 -1.35344 2.22653 -0.10
C -2.21372 -0.34522 1.58736 0.01
C -2.16399 1.21463 1.79880 0.03
C -0.95861 1.80906 2.63154 -0.33
F -1.09235 1.28462 3.98440 0.01
F -0.91766 3.22342 2.78636 0.03
C 0.48973 1.43367 1.99922 -0.07
C 1.62718 0.73478 2.78281 0.00
C 2.95021 0.42902 1.98281 -0.03
C 3.11070 0.85342 0.47762 0.02
C 1.95125 1.56379 -0.32350 -0.04
C 2.14208 1.93932 -1.86401 -0.35
F 3.49736 2.34633 -2.10793 0.05
F 1.82922 0.82931 -2.70455 0.07
F 1.20581 2.98642 -2.17979 0.05
C 0.65459 1.85365 0.48827 0.08
C -3.34690 2.02009 1.14389 -0.07
C -3.46598 3.59887 1.32222 -0.18
C -2.58749 4.38490 0.18918 -0.18
C -3.15959 5.91482 0.14825 -0.21
C -4.55167 6.02414 -0.67170 -0.27
S -5.20378 7.79064 -0.72936 0.43
O -6.71344 7.64953 -0.90152 -0.42
O -4.98731 8.52353 0.56790 -0.37
Cl -4.53581 8.81189 -2.42069 0.33
C -4.47311 1.33807 0.28232 -0.21
P -5.86759 2.34799 -0.56164 0.36
S -7.15740 3.05403 0.71271 0.13
C -4.49564 -0.23860 0.05910 -0.15
N -5.56728 -0.74426 -0.76131 0.06
C -5.40993 -2.16119 -0.83841 -0.33
P -6.68943 -3.09213 -1.93278 0.64
O -5.71492 -3.78216 -3.19681 -0.37
Cl -8.01923 -1.68261 -2.82180 0.15
C -4.33423 -3.04688 -0.14648 -0.17
C -4.36081 -4.64808 -0.32159 -0.04
C -5.65536 -5.32925 0.39155 -0.36
O -5.90510 -6.53470 0.09626 0.05
O -6.47851 -4.58719 1.31870 0.02
N -3.30797 -2.48268 0.65351 0.14
C -3.36557 -1.04578 0.74693 -0.09
H 1.09798 -3.20281 -0.54898 0.16
H 0.94153 -1.42297 1.27288 0.11
H 0.09148 -3.04850 1.36034 0.13
H -1.72897 -2.22322 2.67394 0.12
H -0.48169 -0.87085 3.03869 0.09
H 1.48024 0.42596 3.87630 0.12
H 3.84482 -0.09951 2.45322 0.09
H 4.07933 0.66436 -0.09919 0.10
H -0.21048 2.39894 -0.04533 0.11
H -4.54167 4.00756 1.17841 0.06
H -3.18240 3.96253 2.38528 0.13
H -1.46478 4.33568 0.38766 0.10
H -2.81915 3.96290 -0.86653 0.11
H -3.26885 6.24714 1.25102 0.13
H -2.38666 6.64460 -0.31427 0.12
H -4.46002 5.56863 -1.73259 0.11
H -5.41176 5.42732 -0.17177 0.07
H -5.16132 3.43883 -1.21329 -0.04
H -6.44870 1.58205 -1.63373 -0.02
H -5.02329 -3.13523 -3.48079 0.07
H -4.31850 -4.95248 -1.41945 0.11
H -3.39907 -5.03492 0.18243 0.14
H -7.09222 -4.02938 0.78284 0.09
N -6.32886 -8.53391 -2.35147 0.01
C -6.20312 -8.59170 -3.71364 -0.15
C -6.82990 -9.73397 -4.14967 -0.12
C -7.35822 -10.38631 -3.00868 -0.12
C -7.03592 -9.62109 -1.91393 -0.14
H -5.95880 -7.80312 -1.76166 0.11
H -5.67858 -7.81788 -4.25381 0.10
H -6.90112 -10.06252 -5.17626 0.09
H -7.91350 -11.31272 -2.98994 0.09
H -7.24728 -9.75700 -0.86400 0.11
N 6.82115 -2.19296 2.65216 0.00
C 7.47565 -1.13044 2.08861 -0.14
C 7.44133 -1.28650 0.72393 -0.12
C 6.73476 -2.48492 0.45399 -0.12
C 6.36177 -3.02120 1.66255 -0.15
H 6.69631 -2.34187 3.64072 0.15
H 7.90948 -0.35782 2.70599 0.09
H 7.87558 -0.61217 0.00020 0.09
H 6.52212 -2.90808 -0.51687 0.09
H 5.81195 -3.91867 1.90317 0.10
N 5.88423 3.67232 -3.87452 0.00
C 6.56469 2.83132 -4.71402 -0.14
C 7.35380 3.59926 -5.53534 -0.12
C 7.14616 4.95337 -5.17425 -0.12
C 6.23671 4.96762 -4.14494 -0.14
H 5.22669 3.38293 -3.16684 0.12
H 6.42785 1.76200 -4.65570 0.10
H 8.00886 3.22729 -6.30945 0.09
H 7.61106 5.82168 -5.61777 0.09
H 5.81018 5.78555 -3.58398 0.10
N 9.61652 1.77602 3.74938 -0.01
C 8.76422 2.61019 4.42334 -0.15
C 9.11059 2.58624 5.75224 -0.12
C 10.21617 1.70987 5.88459 -0.11
C 10.50815 1.22696 4.63242 -0.14
H 9.59201 1.59520 2.75864 0.14
H 7.98624 3.14598 3.90054 0.10
H 8.62301 3.13931 6.54156 0.09
H 10.74082 1.46049 6.79523 0.09
H 11.27035 0.54109 4.29444 0.11
```

=====

Looking at lowest unoccupied orbital energy for the records above, in order, we have 0.5; -2.4 eV.